# 1
Computed, not measured: a structure of composition C13H26NO3P2Pb at a distorted geometry, with ωB97M-V/def2-TZVPD.

## Properties
Kohn-Sham gap (alpha / beta) (eV): 4.910 / 5.971
Net charge: +3
Calculated total energy (eV): -45327.9342

CARTESIAN COORDINATES (ANGSTROEM)
Pb (-0.05873, -0.90699, 1.77475)
P (-2.29449, 0.03720, 0.48251)
C (-2.05383, 0.15509, -1.32894)
C (-0.79214, 0.85438, -1.68755)
N (0.31704, 0.53078, -0.97170)
C (1.48927, 1.07843, -1.27404)
C (1.64487, 1.89825, -2.41385)
C (0.52473, 2.18342, -3.21062)
C (-0.71645, 1.67578, -2.83406)
C (2.68577, 0.79108, -0.39914)
P (2.42426, -0.64074, 0.68197)
H (-1.58536, 1.86890, -3.44837)
H (2.61853, 2.28875, -2.65501)
H (0.64317, 2.79413, -4.10787)
H (3.54771, 0.56949, -1.04020)
H (2.92182, 1.64481, 0.25189)
H (-2.04117, -1.17205, -1.89625)
H (-2.90328, 0.68550, -1.82540)
H (-1.10682, -2.75378, -1.55875)
O (-1.82810, -2.17879, -2.23987)
H (-2.04798, -2.39492, -3.13815)
H (-0.34097, -2.58953, 0.62141)
O (-0.57587, -3.33271, -0.67601)
H (0.19032, -3.86270, -0.83654)
C (2.87226, -1.99222, -0.42999)
H (3.89466, -1.83548, -0.81426)
H (2.81042, -2.94179, 0.11951)
H (2.14112, -2.01396, -1.24410)
C (3.91705, -0.53512, 1.76286)
H (3.88563, -1.41621, 2.43836)
H (4.86212, -0.50364, 1.15902)
H (3.79050, 0.38325, 2.37653)
C (-3.15890, 1.47867, 1.21880)
H (-4.10525, 1.62413, 0.69355)
H (-3.34780, 1.32304, 2.28586)
H (-2.53133, 2.36423, 1.11956)
C (-3.59291, -1.24027, 0.54307)
H (-3.85070, -1.46697, 1.57860)
H (-4.46387, -0.86763, -0.00368)
H (-3.19571, -2.13406, 0.05939)
C (-0.23627, 1.68390, 3.90419)
C (0.16474, 1.50583, 2.47321)
O (0.49947, 2.24711, 1.65000)
H (-1.26305, 1.29355, 4.05390)
H (-0.18879, 2.73990, 4.24131)
H (0.43432, 1.07996, 4.54410)

Atomic forces in eV per Å
0.015 -0.318 -0.611
-1.067 -0.732 -0.127
0.893 4.605 0.735
-0.888 -1.459 -0.345
0.478 0.270 0.489
-0.548 0.025 -0.222
-1.052 0.100 -0.319
0.616 0.037 0.362
0.508 -0.064 -0.158
-0.596 0.149 -0.078
2.078 0.228 -0.209
-0.115 0.009 0.114
0.168 0.101 -0.130
-0.126 -0.173 0.282
0.025 0.176 0.252
0.010 0.024 -0.366
0.347 -1.563 -0.921
0.295 -0.885 0.149
-0.069 -0.085 -0.141
-0.400 1.034 0.682
-0.231 -0.170 -0.859
-0.557 -2.296 -3.144
-0.086 2.096 4.156
1.087 -0.713 -0.134
-0.589 -0.569 0.033
-0.446 -0.092 0.169
0.212 0.124 -0.241
0.251 -0.097 -0.101
-0.619 0.063 0.469
0.358 0.535 -0.359
-0.920 -0.040 0.548
0.440 -0.552 -0.275
0.563 0.256 -0.542
0.032 0.095 0.101
-0.028 -0.290 -0.185
-0.158 0.170 -0.083
0.574 -0.062 0.254
-0.170 -0.039 -0.102
0.027 -0.121 0.109
-0.276 -0.118 0.055
-0.315 -0.386 1.059
-0.003 1.797 0.756
-0.043 -0.934 -0.082
0.483 0.122 -0.146
0.079 -0.406 -0.597
-0.236 0.150 -0.297

Results of the Mulliken charge analysis, in e, for atoms 1 through 5: Pb 0.57; P 0.30; C -0.46; C 0.45; N 0.37



# 2
Computed, not measured: a structure of composition C13H26NO4P2Ti at a distorted geometry, with ωB97M-V/def2-TZVPD.

## Properties
Kohn-Sham gap (alpha / beta) (eV): 8.527 / 9.122
Energy above the lowest of the compared OMol25 structures with the same formula, charge and spin (eV): 0.0000
Net charge: +2
Calculated total energy (eV): -65263.9417
Spin multiplicity: 2

CARTESIAN COORDINATES (ANGSTROEM)
Ti (-0.43605, 0.12060, 0.20304)
P (0.88137, 2.25430, -0.26541)
C (-0.36109, 3.12480, -1.28279)
C (-1.50862, 2.26762, -1.84782)
N (-1.66978, 0.98720, -1.39521)
C (-2.54188, 0.18473, -2.06721)
C (-3.32158, 0.66627, -3.11158)
C (-3.19327, 1.97341, -3.56035)
C (-2.27778, 2.79227, -2.89578)
C (-2.66532, -1.28058, -1.64028)
P (-2.05743, -1.67321, 0.07461)
H (-2.11947, 3.83362, -3.20956)
H (-3.98954, -0.04385, -3.59839)
H (-3.82670, 2.36670, -4.33720)
H (-3.72046, -1.59529, -1.62680)
H (-2.10622, -1.96882, -2.30247)
H (-0.76197, 4.03952, -0.81101)
H (0.28340, 3.49524, -2.10180)
H (-2.36217, 3.19676, 2.15460)
O (-2.56169, 4.12806, 2.19209)
H (-3.28439, 4.19882, 1.55354)
H (2.17769, -0.88350, 1.17557)
O (-0.31696, 0.30730, 2.03900)
H (-1.05184, 0.62546, 2.62952)
C (-3.49126, -1.41164, 1.17858)
H (-4.34144, -2.04568, 0.87867)
H (-3.14434, -1.69858, 2.18263)
H (-3.79677, -0.35391, 1.19210)
C (-1.72295, -3.43770, 0.18854)
H (-1.33281, -3.60972, 1.19552)
H (-2.58408, -4.09846, 0.03541)
H (-0.93877, -3.71748, -0.51787)
C (2.32758, 2.45580, -1.36305)
H (2.64924, 3.51029, -1.34968)
H (3.18372, 1.84797, -1.05317)
H (2.09314, 2.19237, -2.40245)
C (1.36929, 3.33247, 1.11714)
H (2.22222, 2.84450, 1.61272)
H (1.69068, 4.32477, 0.77236)
H (0.55030, 3.43458, 1.83869)
C (3.36723, -1.85894, -1.80347)
O (3.28804, -1.29937, -0.46303)
C (2.13770, -1.08455, 0.10040)
O (1.04894, -0.99149, -0.57394)
H (2.74151, -2.74125, -1.98805)
H (4.41253, -2.16940, -1.85136)
H (3.17135, -1.07689, -2.52195)

Atomic forces in eV per Å
0.511 0.976 1.639
0.502 0.644 -0.128
-0.505 0.633 -0.398
0.558 0.296 -0.247
0.135 0.232 -0.609
-0.234 -0.229 0.380
0.089 -0.691 -0.181
0.290 0.186 1.152
0.220 -0.090 0.064
-0.249 -0.415 0.384
-1.225 -0.064 -0.307
-0.059 -0.574 0.199
0.066 0.303 0.078
0.026 -0.018 -0.254
0.265 0.126 -0.467
-0.295 0.474 -0.006
0.111 -0.431 0.068
-0.803 -0.032 -0.035
0.177 -0.488 0.282
-0.145 0.116 -0.547
-0.032 0.355 0.219
0.107 -0.068 -0.097
-1.541 0.378 -0.705
1.258 -0.520 -0.494
0.121 -0.009 -0.011
0.298 0.243 0.155
-0.301 0.104 -0.204
0.058 -0.372 -0.011
0.235 -0.383 -0.099
-0.049 -0.053 -0.048
0.032 0.336 -0.015
-0.033 0.014 0.021
0.449 -0.134 -0.300
-0.173 -0.331 0.029
-0.135 0.076 0.070
-0.036 -0.050 0.264
-0.136 -0.060 0.264
-0.269 0.167 -0.058
-0.170 -0.284 0.010
0.221 0.021 -0.114
0.825 -0.223 -0.451
-1.523 -0.660 1.293
-0.628 0.538 -2.512
2.451 -0.730 1.554
-0.139 0.447 0.538
-0.213 0.113 -0.197
-0.114 0.129 -0.170

Results of the Mulliken charge analysis, in e, for atoms 1 through 5: Ti -0.08; P 1.13; C -1.30; C 0.47; N 0.35



# 3
Computed, not measured: the molecule C13H26O3 at a distorted geometry, with ωB97M-V/def2-TZVPD.

## Properties
Kohn-Sham gap (eV): 10.636
Energy above the lowest of the compared OMol25 structures with the same formula, charge and spin (eV): 1.4680
Calculated total energy (eV): -20043.0187
SMILES: CC(C)(C)CC(C)(C)OOC(=O)C(C)(C)C

CARTESIAN COORDINATES (ANGSTROEM)
C (3.45333, -0.88726, 0.30662)
C (2.68414, 0.40296, 0.61916)
C (2.46253, 1.07728, -0.73540)
C (3.56371, 1.34515, 1.55528)
C (1.37677, -0.00876, 1.37379)
C (0.13926, 0.94402, 1.45984)
C (-0.92633, 0.39918, 2.49202)
C (0.51862, 2.38235, 1.89223)
O (-0.49808, 1.06593, 0.18286)
O (-0.87702, -0.16997, -0.42316)
C (-2.24769, -0.25330, -0.60760)
O (-3.08258, 0.33681, 0.02854)
C (-2.66130, -1.17097, -1.74916)
C (-1.48641, -1.84842, -2.42084)
C (-3.36724, -0.38554, -2.90942)
C (-3.69422, -2.17353, -1.11089)
H (2.84992, -1.53699, -0.29475)
H (3.75145, -1.41323, 1.24726)
H (4.38802, -0.65486, -0.22435)
H (1.83208, 0.33472, -1.29171)
H (1.92755, 2.03772, -0.73248)
H (3.37552, 1.32554, -1.27099)
H (3.13700, 2.32744, 1.68227)
H (3.75396, 0.91640, 2.56531)
H (4.52221, 1.50045, 1.07046)
H (1.61072, -0.22554, 2.41797)
H (1.01622, -0.91727, 0.91083)
H (-1.89947, 0.88493, 2.43541)
H (-0.51694, 0.55823, 3.48109)
H (-1.06964, -0.69507, 2.36111)
H (1.02864, 2.41449, 2.86318)
H (-0.38279, 2.99865, 1.96099)
H (1.16614, 2.85654, 1.14137)
H (-0.87812, -1.02564, -2.83346)
H (-0.81992, -2.43137, -1.74789)
H (-1.83160, -2.42903, -3.29173)
H (-3.86016, -1.08051, -3.55068)
H (-4.08518, 0.37264, -2.49363)
H (-2.61265, 0.13915, -3.51728)
H (-3.20940, -2.67325, -0.24397)
H (-3.96739, -2.98541, -1.81288)
H (-4.58368, -1.65468, -0.78532)

Atomic forces in eV per Å
0.965 0.348 1.393
0.600 1.127 1.283
-1.426 -0.242 -0.305
-0.184 -1.163 -0.371
-0.443 0.823 -0.145
-0.295 -0.879 1.231
1.053 -0.692 -0.639
-0.319 0.095 -0.971
-0.201 1.193 -0.524
-0.361 -0.162 0.067
-0.848 0.838 0.136
1.051 -0.015 -0.077
-0.823 -0.857 -0.395
0.958 0.070 -0.163
0.375 1.511 1.613
1.262 -0.510 -0.208
-0.286 -0.480 -0.374
-0.334 0.247 -0.651
-0.275 -0.066 0.037
0.591 0.892 -0.133
-0.176 -0.401 0.364
0.326 -0.553 0.031
-0.287 0.197 0.038
-0.212 0.097 -0.681
0.304 -0.052 -0.045
0.265 -0.228 -0.053
-0.190 -0.398 0.010
0.200 0.165 -0.327
0.044 -0.059 0.359
0.039 0.608 0.014
-0.150 -0.342 -0.285
0.020 -0.137 0.048
-0.181 -0.161 0.269
0.075 -0.473 0.093
-0.624 0.135 -0.459
0.159 -0.099 0.510
-0.513 -0.538 -0.353
0.536 -0.801 -0.489
-0.280 -0.036 0.265
-0.412 0.312 -0.364
0.150 0.562 0.131
-0.153 0.126 0.121

Results of the Mulliken charge analysis, in e, for atoms 1 through 5: C -1.85; C 1.96; C -1.43; C -1.71; C -1.66